--- w ---
16
Properties=species:S:1:pos:R:3:nbo_charge:R:1 method="wB97M-V/def2-TZVPD" spin_multiplicity=1 charge=0 smiles="NC(=O)CCCO"
N 1.841 0.405 1.185 -0.824
C 1.057 -0.737 1.157 0.693
O 0.827 -1.431 2.122 -0.606
C 0.422 -1.015 -0.222 -0.507
C -1.035 -0.556 -0.217 -0.416
C -1.361 0.716 -0.976 -0.056
O -0.705 1.794 -0.341 -0.722
H 2.409 0.528 2.017 0.390
H 2.314 0.718 0.337 0.389
H 0.936 -0.607 -1.108 0.204
H 0.471 -2.102 -0.306 0.234
H -1.706 -1.351 -0.555 0.215
H -1.251 -0.393 0.842 0.224
H -1.015 0.595 -2.014 0.150
H -2.452 0.877 -1.001 0.165
H -0.753 2.561 -0.922 0.469

=====

--- x ---
16
Properties=species:S:1:pos:R:3:nbo_charge:R:1 method="wB97M-V/def2-TZVPD" spin_multiplicity=1 charge=0 smiles="C=C(C)N(O)CO"
C -0.741 0.035 1.798 -0.471
C -0.650 -0.227 0.498 0.160
C -0.952 -1.569 -0.120 -0.663
N -0.218 0.745 -0.460 -0.190
O 0.045 1.990 0.173 -0.601
C 1.034 0.363 -1.097 0.071
O 2.056 0.033 -0.198 -0.716
H -0.440 0.999 2.188 0.218
H -1.075 -0.730 2.490 0.203
H -1.713 -2.098 0.463 0.230
H -0.046 -2.190 -0.144 0.228
H -1.323 -1.461 -1.148 0.219
H -0.658 2.562 -0.167 0.481
H 0.857 -0.531 -1.699 0.183
H 1.318 1.199 -1.745 0.172
H 2.267 0.839 0.300 0.476

=====

Preferred: w; penalty for the next structure: 2.412 eV.

=====

--- w ---
16
Properties=species:S:1:pos:R:3:nbo_charge:R:1 method="wB97M-V/def2-TZVPD" spin_multiplicity=1 charge=0 smiles="NC(=O)CCCO"
N -0.200 2.921 -0.413 -0.820
C 0.240 1.649 -0.588 0.680
O 0.872 1.355 -1.588 -0.623
C -0.115 0.593 0.503 -0.514
C 0.630 -0.713 0.171 -0.445
C -0.178 -1.982 -0.102 -0.054
O -0.519 -2.652 1.102 -0.727
H 0.043 3.638 -1.078 0.406
H -0.765 3.167 0.370 0.389
H 0.116 0.940 1.525 0.227
H -1.205 0.444 0.495 0.227
H 1.149 -0.501 -0.774 0.257
H 1.383 -0.929 0.938 0.215
H -1.087 -1.779 -0.704 0.155
H 0.481 -2.622 -0.709 0.161
H -0.844 -3.527 0.851 0.466

=====

--- x ---
16
Properties=species:S:1:pos:R:3:nbo_charge:R:1 method="wB97M-V/def2-TZVPD" spin_multiplicity=1 charge=0 smiles="[H]/N=C/O.C/C=C/O"
H -1.371 -2.161 -1.060 0.352
N -0.657 -1.443 -1.040 -0.730
C -0.893 -0.550 -1.909 0.418
O -0.145 0.555 -2.021 -0.693
H -1.692 -0.546 -2.651 0.143
H 0.357 0.605 -1.181 0.497
C 1.222 -0.845 1.372 -0.644
C 0.061 0.071 1.152 -0.198
C 0.159 1.332 0.738 0.033
O -0.950 2.133 0.629 -0.693
H 0.947 -1.868 1.112 0.232
H 1.557 -0.836 2.414 0.215
H 2.073 -0.585 0.737 0.209
H -0.936 -0.318 1.326 0.216
H 1.125 1.807 0.561 0.166
H -0.856 2.650 -0.179 0.477

=====

Preferred: w; penalty for the next structure: 1.437 eV.

=====

--- w ---
16
Properties=species:S:1:pos:R:3:nbo_charge:R:1 method="wB97M-V/def2-TZVPD" spin_multiplicity=1 charge=0
C -0.111 1.907 -1.691 -0.428
N -0.133 0.516 -1.248 -0.460
C 0.482 0.073 -0.208 0.177
C 1.058 -1.420 -0.242 0.719
O 1.304 -1.669 -1.434 -0.704
O 1.224 -1.985 0.828 -0.661
C -0.821 -0.953 2.189 -0.794
H -0.397 2.577 -0.880 0.222
H -0.778 2.046 -2.541 0.227
H 0.914 2.122 -2.003 0.223
H -0.275 -0.213 -1.951 0.442
H -0.685 -0.536 1.189 0.169
H 0.793 0.816 0.529 0.206
H 0.126 -0.933 2.730 0.235
H -1.114 -1.996 2.057 0.233
H -1.587 -0.354 2.675 0.193

=====

--- x ---
16
Properties=species:S:1:pos:R:3:nbo_charge:R:1 method="wB97M-V/def2-TZVPD" spin_multiplicity=1 charge=0 smiles="C[C@H](O)[C@@H](N)C=O"
C 0.691 1.042 -1.438 -0.634
C -0.197 0.991 -0.242 0.098
O 0.299 1.597 0.965 -0.714
C -0.336 -0.587 0.077 -0.206
N 1.018 -1.038 0.649 -0.868
C -1.546 -0.956 0.950 0.441
O -1.576 -1.795 1.795 -0.510
H 1.075 2.073 -1.581 0.227
H 0.152 0.732 -2.362 0.209
H 1.502 0.363 -1.245 0.208
H -1.191 1.275 -0.605 0.169
H 0.649 0.771 1.413 0.487
H -0.347 -1.179 -0.862 0.224
H 1.470 -1.661 0.038 0.374
H 0.693 -1.567 1.519 0.385
H -2.357 -0.060 0.928 0.108

=====

Preferred: x; penalty for the next structure: 0.253 eV.